{
  "formula": "C35H29Cl5N9O3STi",
  "method": "ωB97M-V/def2-TZVPD",
  "total_charge": 1,
  "energy_ha": -5618.0681,
  "de_lowest_kj_mol": 0.0,
  "multiplicity": 1,
  "homo_ev": -10.551,
  "gap_ev": 6.0,
  "largest_force_ev_per_a": 0.6,
  "e_lumo_ev": -4.51,
  "symbols": ["Ti", "C", "C", "N", "C", "C", "N", "C", "C", "C", "C", "C", "N", "C", "C", "N", "C", "C", "N", "C", "C", "C", "N", "C", "C", "H", "H", "H", "H", "H", "H", "H", "H", "H", "H", "H", "H", "Cl", "C", "C", "C", "Cl", "C", "Cl", "C", "Cl", "C", "Cl", "C", "C", "C", "C", "H", "H", "H", "H", "H", "H", "H", "H", "H", "N", "C", "S", "N", "C", "C", "C", "C", "C", "C", "H", "H", "H", "H", "H", "H", "H", "H", "O", "N", "O", "O"],
  "coordinates": [[-0.674, 0.438, -0.499], [-0.989, -3.150, 2.166], [-1.325, -2.055, 1.372], [-0.367, -1.321, 0.819], [0.909, -1.634, 1.076], [1.215, -2.734, 1.863], [0.267, -3.495, 2.396], [1.910, -0.685, 0.547], [3.276, -0.829, 0.700], [4.121, 0.213, 0.318], [3.544, 1.394, -0.142], [2.173, 1.464, -0.308], [1.390, 0.411, -0.027], [1.462, 2.695, -0.696], [2.097, 3.835, -1.167], [1.433, 4.958, -1.415], [0.133, 4.952, -1.179], [-0.532, 3.807, -0.748], [0.130, 2.680, -0.527], [5.586, 0.087, 0.442], [6.425, 0.618, -0.533], [7.796, 0.466, -0.383], [8.357, -0.150, 0.651], [7.551, -0.648, 1.582], [6.168, -0.564, 1.524], [-1.771, -3.748, 2.612], [-2.358, -1.784, 1.176], [2.240, -3.013, 2.068], [3.692, -1.737, 1.110], [4.167, 2.254, -0.339], [3.161, 3.845, -1.365], [-0.416, 5.869, -1.350], [-1.604, 3.793, -0.606], [6.031, 1.111, -1.412], [8.471, 0.858, -1.134], [8.032, -1.138, 2.421], [5.572, -0.973, 2.330], [-2.905, 1.979, -2.134], [-1.482, 1.792, -3.137], [-0.421, 1.053, -2.630], [0.650, 0.880, -3.493], [1.991, -0.134, -3.022], [0.706, 1.454, -4.765], [2.074, 1.235, -5.778], [-0.369, 2.217, -5.217], [-0.329, 2.941, -6.767], [-1.489, 2.378, -4.398], [-2.833, 3.289, -4.946], [-2.034, -2.971, -3.186], [-0.951, -2.097, -2.549], [0.090, -2.978, -1.865], [-1.619, -1.099, -1.604], [-1.599, -3.672, -3.900], [-2.774, -2.366, -3.711], [-2.560, -3.552, -2.424], [-0.459, -1.543, -3.351], [-0.352, -3.529, -1.028], [0.937, -2.399, -1.493], [0.489, -3.714, -2.564], [-2.177, -1.645, -0.835], [-2.366, -0.521, -2.152], [-5.509, 1.777, 1.013], [-4.958, 0.600, 1.377], [-4.923, -0.679, 0.313], [-4.465, 0.595, 2.643], [-3.884, -0.477, 3.360], [-2.789, -0.194, 4.173], [-2.239, -1.184, 4.974], [-2.774, -2.464, 4.961], [-3.860, -2.743, 4.141], [-4.423, -1.760, 3.341], [-5.832, 1.859, 0.066], [-5.472, 2.601, 1.588], [-4.386, 1.491, 3.099], [-2.382, 0.811, 4.196], [-1.400, -0.948, 5.615], [-2.357, -3.236, 5.593], [-4.295, -3.734, 4.141], [-5.281, -1.974, 2.723], [-0.434, 1.214, 1.817], [-1.563, 1.672, 1.629], [-2.085, 2.552, 2.247], [-2.176, 1.137, 0.598]],
  "atomic_forces_ev_per_a": [[-0.60, 0.11, -0.02], [-0.11, 0.04, -0.03], [0.06, -0.02, -0.04], [0.13, 0.05, -0.11], [0.13, -0.08, 0.06], [-0.05, 0.10, -0.12], [0.03, -0.06, 0.04], [0.18, 0.03, -0.03], [-0.06, 0.05, -0.03], [-0.09, -0.02, 0.00], [-0.05, -0.03, -0.01], [0.12, -0.24, 0.07], [0.01, 0.05, 0.09], [-0.03, 0.18, -0.01], [-0.03, -0.08, 0.04], [0.05, 0.04, -0.02], [-0.13, -0.04, 0.05], [0.03, 0.03, 0.02], [0.01, -0.21, -0.20], [0.12, -0.01, 0.00], [0.00, -0.03, 0.04], [-0.04, 0.04, -0.06], [0.06, -0.01, 0.01], [-0.02, -0.02, 0.04], [0.00, 0.02, -0.03], [0.03, -0.01, 0.00], [0.00, 0.00, 0.04], [0.00, -0.01, 0.02], [0.00, 0.00, 0.00], [0.00, 0.00, 0.00], [0.00, 0.01, 0.00], [0.03, 0.01, -0.01], [0.01, 0.00, 0.00], [-0.02, 0.00, 0.00], [0.00, 0.00, 0.01], [0.00, 0.00, 0.00], [-0.02, 0.00, -0.01], [0.19, -0.02, -0.06], [-0.09, 0.07, -0.05], [-0.03, -0.18, 0.35], [0.10, -0.05, -0.03], [0.01, -0.01, -0.01], [-0.07, 0.04, -0.03], [0.00, -0.01, 0.01], [-0.04, -0.01, 0.08], [0.01, 0.01, -0.03], [0.10, -0.02, -0.06], [-0.01, 0.00, 0.02], [-0.03, -0.01, -0.02], [-0.02, -0.03, 0.00], [0.03, -0.01, 0.02], [0.04, 0.21, 0.03], [0.01, 0.00, 0.00], [0.00, 0.01, 0.00], [0.01, 0.00, 0.01], [0.01, 0.00, 0.01], [0.00, 0.00, 0.00], [0.00, 0.01, -0.02], [-0.02, 0.00, -0.01], [-0.01, 0.06, 0.02], [-0.02, -0.04, -0.02], [0.11, 0.03, -0.08], [-0.08, 0.11, 0.15], [0.07, -0.20, -0.12], [-0.03, 0.07, -0.07], [0.08, -0.05, 0.04], [-0.04, 0.01, -0.05], [-0.01, -0.04, 0.01], [0.05, 0.03, 0.01], [-0.03, -0.05, 0.01], [-0.02, 0.03, 0.01], [-0.03, 0.00, 0.02], [-0.04, -0.05, 0.02], [-0.01, 0.00, 0.00], [-0.01, 0.00, 0.01], [0.00, 0.00, 0.00], [0.00, 0.00, 0.00], [-0.01, 0.00, 0.00], [0.01, 0.00, 0.02], [0.36, 0.05, 0.21], [-0.07, 0.05, -0.22], [-0.06, -0.12, 0.15], [-0.17, 0.20, -0.16]]
}



{
  "formula": "C35H29FeN2O6P2S",
  "method": "ωB97M-V/def2-TZVPD",
  "total_charge": -1,
  "energy_ha": -4256.9240,
  "de_lowest_kj_mol": 32.7,
  "multiplicity": 5,
  "homo_ev": [-5.533, -5.552],
  "gap_ev": [7.7, 7.7],
  "largest_force_ev_per_a": 0.3,
  "e_lumo_ev": [2.18, 2.16],
  "symbols": ["Fe", "O", "C", "O", "C", "C", "C", "C", "C", "C", "C", "C", "C", "N", "H", "H", "H", "H", "H", "H", "C", "N", "P", "C", "C", "C", "C", "C", "C", "C", "C", "C", "C", "C", "C", "P", "C", "C", "C", "C", "C", "C", "C", "C", "C", "C", "C", "C", "H", "H", "H", "H", "H", "H", "H", "H", "H", "H", "H", "H", "H", "H", "H", "H", "H", "H", "H", "H", "H", "H", "H", "O", "S", "O", "O", "O"],
  "coordinates": [[-0.546, 0.974, 0.782], [-4.614, 0.895, 0.517], [-3.411, 0.971, 0.330], [-2.482, 0.741, 1.184], [-2.909, 1.361, -1.057], [-3.834, 1.428, -2.126], [-3.360, 1.672, -3.379], [-1.976, 1.905, -3.565], [-1.408, 2.152, -4.836], [-0.067, 2.384, -4.962], [0.756, 2.406, -3.814], [0.237, 2.167, -2.574], [-1.138, 1.879, -2.432], [-1.624, 1.561, -1.197], [-4.876, 1.254, -1.901], [-4.021, 1.695, -4.238], [-2.059, 2.154, -5.703], [0.364, 2.570, -5.937], [1.813, 2.618, -3.916], [0.846, 2.209, -1.678], [-2.220, -2.522, -1.015], [-0.741, -2.443, -0.954], [-0.230, -1.525, -2.381], [-0.488, -2.817, -3.659], [-0.572, -4.181, -3.394], [-0.738, -5.089, -4.430], [-0.814, -4.644, -5.743], [-0.733, -3.287, -6.017], [-0.582, -2.379, -4.978], [1.596, -1.561, -2.257], [2.409, -2.496, -2.896], [3.785, -2.452, -2.736], [4.365, -1.483, -1.928], [3.568, -0.538, -1.300], [2.194, -0.565, -1.482], [-0.229, -1.735, 0.568], [-1.242, -2.719, 1.737], [-2.161, -2.075, 2.559], [-2.932, -2.810, 3.454], [-2.791, -4.185, 3.526], [-1.874, -4.834, 2.708], [-1.099, -4.105, 1.823], [1.374, -2.566, 0.861], [2.149, -2.085, 1.915], [3.333, -2.724, 2.250], [3.755, -3.836, 1.535], [2.990, -4.309, 0.479], [1.802, -3.678, 0.143], [-2.524, -2.820, -2.019], [-2.711, -1.570, -0.782], [-2.581, -3.273, -0.316], [-0.509, -4.521, -2.368], [-0.805, -6.148, -4.211], [-0.943, -5.355, -6.549], [-0.798, -2.934, -7.039], [-0.535, -1.315, -5.188], [1.968, -3.269, -3.511], [4.407, -3.186, -3.233], [5.439, -1.465, -1.791], [3.998, 0.225, -0.664], [1.603, 0.192, -0.981], [-2.291, -1.006, 2.490], [-3.645, -2.299, 4.088], [-3.394, -4.758, 4.221], [-1.757, -5.909, 2.767], [-0.374, -4.610, 1.197], [1.844, -1.189, 2.442], [3.935, -2.339, 3.064], [4.686, -4.327, 1.792], [3.324, -5.167, -0.092], [1.207, -4.037, -0.687], [-0.054, 2.761, 1.970], [1.334, 2.268, 1.689], [2.399, 3.024, 2.287], [1.270, 0.821, 2.115], [1.399, 2.175, 0.189]],
  "atomic_forces_ev_per_a": [[0.00, 0.01, 0.24], [-0.08, -0.05, -0.06], [0.19, 0.02, 0.22], [-0.11, -0.04, -0.09], [-0.17, -0.13, -0.08], [0.11, 0.02, -0.03], [0.04, 0.00, 0.10], [-0.12, -0.02, -0.06], [0.03, 0.00, -0.04], [-0.04, 0.00, 0.03], [-0.01, 0.00, -0.04], [0.07, -0.01, 0.02], [0.11, 0.07, -0.02], [0.10, -0.04, 0.23], [0.00, 0.00, -0.01], [-0.01, 0.00, 0.00], [0.01, 0.00, -0.01], [0.00, 0.00, -0.01], [0.00, 0.00, -0.01], [-0.02, 0.01, -0.07], [-0.04, -0.04, 0.00], [-0.06, 0.14, 0.01], [-0.03, -0.02, 0.06], [0.03, 0.00, -0.01], [-0.01, 0.01, 0.00], [0.01, -0.01, 0.03], [-0.01, -0.03, -0.02], [0.01, 0.01, -0.01], [-0.01, 0.01, 0.02], [0.01, 0.06, 0.02], [0.00, 0.00, 0.00], [0.01, -0.02, -0.02], [0.01, 0.02, 0.03], [0.04, -0.01, 0.01], [-0.02, -0.04, -0.01], [0.11, -0.10, -0.28], [-0.03, 0.08, 0.06], [0.02, -0.10, 0.01], [0.01, -0.03, -0.01], [-0.05, 0.03, 0.04], [0.04, -0.05, -0.04], [-0.01, 0.01, 0.01], [0.04, 0.11, 0.08], [-0.02, 0.03, -0.01], [0.02, -0.04, -0.02], [0.03, 0.02, 0.03], [0.00, -0.01, -0.03], [-0.01, -0.01, -0.02], [0.01, 0.00, 0.00], [0.00, 0.03, 0.01], [0.01, 0.01, -0.03], [-0.01, 0.00, 0.02], [0.00, 0.00, 0.00], [0.00, 0.00, 0.00], [0.00, 0.01, 0.00], [0.00, 0.01, -0.01], [0.02, -0.01, -0.01], [0.00, 0.00, 0.00], [0.01, 0.00, 0.00], [-0.01, 0.01, 0.00], [-0.03, 0.05, 0.01], [-0.02, 0.13, -0.02], [0.00, 0.01, 0.00], [0.00, 0.00, 0.00], [0.00, 0.00, 0.00], [-0.01, -0.01, 0.00], [0.02, -0.01, -0.01], [0.00, 0.01, 0.00], [0.00, 0.00, 0.00], [-0.01, 0.00, -0.01], [0.01, -0.01, 0.01], [0.11, 0.17, -0.12], [-0.20, 0.02, 0.03], [0.01, -0.01, 0.01], [-0.13, -0.17, -0.02], [0.09, -0.09, -0.09]]
}



{
  "formula": "C35H29N3P2ReS2",
  "method": "ωB97M-V/def2-TZVPD",
  "total_charge": 2,
  "energy_ha": -3072.3466,
  "multiplicity": 4,
  "homo_ev": [-13.364, -14.019],
  "gap_ev": [7.3, 7.4],
  "largest_force_ev_per_a": 2.7,
  "e_lumo_ev": [-6.08, -6.63],
  "symbols": ["Re", "S", "P", "C", "P", "S", "C", "C", "C", "C", "C", "C", "C", "C", "C", "C", "C", "C", "C", "C", "C", "C", "C", "C", "C", "C", "C", "C", "C", "C", "H", "H", "H", "H", "H", "H", "H", "H", "H", "H", "H", "H", "H", "H", "H", "H", "H", "H", "H", "H", "N", "C", "C", "C", "C", "C", "N", "C", "C", "C", "C", "C", "N", "H", "H", "H", "H", "H", "H", "H", "H", "H"],
  "coordinates": [[-1.885, -0.164, 0.292], [-1.166, -0.538, -2.093], [0.558, 0.360, -1.414], [0.083, 0.358, 0.285], [0.794, -0.623, 1.562], [-1.020, -1.081, 2.432], [1.884, 0.240, 2.685], [2.333, 1.525, 2.401], [3.162, 2.166, 3.309], [3.524, 1.528, 4.487], [3.070, 0.244, 4.767], [2.249, -0.409, 3.865], [1.646, -2.112, 1.009], [0.918, -3.235, 0.627], [1.578, -4.363, 0.169], [2.965, -4.366, 0.095], [3.689, -3.247, 0.482], [3.038, -2.115, 0.944], [2.079, -0.444, -1.904], [2.092, -1.673, -2.551], [3.311, -2.237, -2.896], [4.495, -1.581, -2.589], [4.475, -0.354, -1.935], [3.266, 0.224, -1.592], [0.568, 2.057, -2.009], [0.553, 2.264, -3.388], [0.493, 3.555, -3.880], [0.457, 4.632, -3.002], [0.491, 4.423, -1.631], [0.543, 3.132, -1.127], [2.035, 2.010, 1.479], [3.523, 3.164, 3.099], [4.163, 2.037, 5.197], [3.358, -0.247, 5.686], [1.891, -1.413, 4.064], [-0.158, -3.233, 0.726], [1.014, -5.243, -0.109], [3.483, -5.250, -0.252], [4.770, -3.260, 0.435], [3.605, -1.248, 1.258], [1.162, -2.176, -2.789], [3.334, -3.187, -3.412], [5.442, -2.023, -2.869], [5.401, 0.158, -1.708], [3.232, 1.194, -1.108], [0.588, 1.417, -4.065], [0.476, 3.725, -4.949], [0.409, 5.640, -3.391], [0.490, 5.268, -0.954], [0.580, 2.953, -0.059], [-5.292, 0.133, 0.265], [-4.858, -1.173, 0.247], [-5.842, -2.169, 0.277], [-5.475, -3.491, 0.228], [-4.119, -3.809, 0.132], [-3.214, -2.786, 0.109], [-3.553, -1.472, 0.181], [-4.644, 1.347, 0.310], [-5.458, 2.488, 0.290], [-4.897, 3.737, 0.366], [-3.508, 3.839, 0.466], [-2.768, 2.692, 0.467], [-3.306, 1.448, 0.379], [-6.294, 0.222, 0.274], [-6.883, -1.883, 0.338], [-6.227, -4.268, 0.254], [-3.782, -4.834, 0.078], [-2.158, -2.993, 0.017], [-6.531, 2.366, 0.215], [-5.521, 4.620, 0.350], [-3.019, 4.798, 0.544], [-1.691, 2.733, 0.538]],
  "atomic_forces_ev_per_a": [[2.43, 1.07, 0.02], [-0.45, 0.04, 0.29], [-0.66, 0.32, 0.36], [-0.17, -0.84, -0.18], [-0.45, 0.42, -0.04], [-0.44, 0.06, -0.33], [-0.16, -0.12, -0.13], [-0.04, -0.09, 0.00], [0.03, 0.08, -0.02], [0.00, 0.03, -0.01], [-0.01, -0.08, 0.03], [0.04, 0.07, -0.06], [-0.13, 0.20, 0.12], [0.05, -0.02, -0.04], [-0.03, 0.01, 0.01], [-0.02, 0.01, 0.01], [0.11, -0.02, -0.01], [-0.06, -0.02, -0.01], [-0.23, 0.11, 0.09], [-0.01, -0.01, 0.04], [0.01, -0.05, -0.03], [-0.02, 0.01, -0.01], [0.03, 0.05, 0.03], [-0.04, -0.01, -0.08], [0.11, -0.23, 0.01], [0.05, 0.04, 0.07], [0.01, -0.03, -0.06], [0.00, 0.02, 0.02], [0.02, 0.06, 0.04], [0.05, -0.06, -0.05], [0.02, 0.03, 0.04], [0.01, -0.01, 0.01], [0.01, -0.01, -0.01], [0.00, 0.02, 0.00], [0.03, 0.01, 0.07], [-0.04, -0.03, 0.01], [0.02, 0.00, -0.01], [0.00, 0.00, 0.00], [-0.01, 0.00, 0.00], [0.01, -0.01, 0.00], [0.02, -0.01, 0.01], [0.01, 0.01, 0.00], [0.00, 0.00, 0.00], [0.00, -0.01, -0.01], [0.07, -0.01, -0.01], [-0.02, 0.04, -0.04], [0.00, 0.00, 0.01], [0.01, 0.00, 0.00], [-0.01, 0.00, -0.01], [-0.04, 0.04, 0.00], [0.14, 0.01, 0.04], [0.05, -0.04, -0.04], [-0.02, -0.08, 0.00], [0.01, 0.18, -0.01], [0.04, 0.00, 0.00], [-0.05, -0.31, -0.04], [-0.49, -0.46, -0.04], [-0.02, 0.18, -0.01], [-0.02, 0.05, 0.02], [0.04, -0.19, -0.02], [-0.04, 0.03, 0.02], [0.27, 0.29, 0.00], [-0.09, -0.69, -0.05], [-0.07, -0.01, -0.01], [0.00, 0.00, 0.01], [-0.01, 0.01, 0.00], [0.03, 0.02, -0.01], [0.03, 0.06, 0.02], [0.01, 0.00, 0.01], [-0.01, -0.01, 0.01], [0.04, -0.03, -0.01], [0.00, -0.10, -0.02]]
}